Entry 1:
Formula: C36H38BaCl2N7O4P2
Source: the OMol25 dataset
Level of theory: ωB97M-V/def2-TZVPD

Values from the calculation:
Highest occupied orbital energy: -4.5 eV
Net charge: -1
M: 902.93 u
E: -100890.0215 eV
ΔE to the lowest compared entry with this formula, charge and spin: 32.56 kcal/mol

XYZ file:
```
90
Properties=species:S:1:pos:R:3:forces:R:3
Ba 0.482451 0.560814 0.095244 -1.414 -0.610 0.039
Cl 1.224997 6.589518 4.298191 0.004 0.011 0.005
C 1.312975 4.924797 3.792884 -0.134 0.107 -0.116
C 0.508215 4.505683 2.743253 0.017 0.125 0.212
C 0.520071 3.197348 2.283843 0.103 -0.488 0.068
N -0.260995 2.826022 1.157158 0.397 -0.196 0.499
C -1.497364 3.288954 1.017911 -0.008 0.213 -0.323
O -2.186235 3.977538 1.778297 -0.101 -0.018 -0.041
C -2.137830 3.008192 -0.359978 0.275 0.263 0.716
C -2.267589 4.105753 -1.214264 -0.066 -0.135 -0.052
C -2.959437 3.952459 -2.394514 0.011 0.038 -0.031
C -3.529968 2.715311 -2.675202 -0.001 0.002 0.006
C -3.337093 1.689715 -1.774063 0.003 -0.056 -0.001
N -2.630443 1.803510 -0.642883 0.097 0.069 0.028
C 1.417056 2.266721 2.918798 -0.202 -0.369 -0.254
C 2.193833 2.708917 3.983379 -0.015 0.245 0.094
C 2.150129 4.025801 4.415891 0.098 -0.154 0.064
Cl 3.164822 4.501335 5.749389 0.008 0.011 0.012
N 1.576895 0.950528 2.402027 -0.178 0.381 0.154
C 2.082147 -0.051620 3.116181 0.331 -0.516 -0.261
O 2.357816 -0.146747 4.317716 0.003 0.132 0.068
C 2.459766 -1.327241 2.277154 -0.160 0.559 0.320
C 3.517164 -2.114972 2.728046 -0.068 -0.044 -0.029
C 3.898183 -3.207730 1.972854 0.050 -0.004 0.051
C 3.210784 -3.512891 0.802195 -0.075 -0.005 -0.033
C 2.155667 -2.697812 0.440113 0.204 0.015 0.363
N 1.800183 -1.636758 1.164627 -0.168 0.252 -0.074
H -0.165336 5.218397 2.292702 -0.015 -0.019 -0.034
H -1.829631 5.049656 -0.922862 -0.019 0.025 0.009
H -3.071457 4.781419 -3.082575 0.004 -0.004 -0.004
H -4.108354 2.547826 -3.573513 -0.005 -0.004 -0.007
H -3.781754 0.719815 -1.957782 -0.022 -0.016 -0.032
H 2.838521 2.007510 4.488169 0.006 0.001 -0.008
H 3.999247 -1.840563 3.654706 0.026 -0.022 0.002
H 4.730332 -3.824302 2.290145 0.005 -0.008 -0.001
H 3.483425 -4.360165 0.187548 0.025 -0.009 0.008
H 1.563589 -2.891355 -0.449522 0.033 0.043 -0.018
C -0.868226 -3.697799 1.755637 0.007 -0.109 0.184
P -1.543768 -2.545486 0.507682 0.141 0.272 -0.225
C -2.009636 -3.814803 -0.779681 0.267 0.114 -0.152
N -2.775090 -4.798649 -0.397602 -0.096 -0.247 -0.085
C -3.019348 -5.812098 -1.275903 -0.052 0.092 0.222
C -3.868123 -6.877838 -0.897393 0.002 0.021 0.006
C -4.080980 -7.911932 -1.762006 0.029 -0.012 -0.070
C -3.454085 -7.930779 -3.032734 -0.043 0.004 0.085
C -2.631395 -6.910765 -3.413033 0.038 0.053 0.021
C -2.407277 -5.825697 -2.533115 0.142 0.096 -0.210
N -1.600080 -4.799237 -2.926265 -0.148 -0.225 -0.019
C -1.424394 -3.793985 -2.113192 0.046 0.121 0.189
P -0.344653 -2.377296 -2.717423 -0.044 -0.089 0.438
C 1.019113 -3.368091 -3.424671 0.182 -0.033 -0.182
C -1.273870 -1.801256 -4.226714 -0.076 0.041 -0.131
C -0.473160 -0.613793 -4.776561 -0.003 0.006 -0.047
C -1.488556 -2.819475 -5.342424 0.055 -0.038 -0.029
C -2.621000 -1.291664 -3.721515 -0.080 -0.034 0.027
C -3.171835 -2.019700 1.243555 -0.086 0.010 0.070
C -3.893331 -3.070273 2.083994 -0.022 -0.059 0.039
C -2.840743 -0.810152 2.130854 -0.040 0.044 0.040
C -4.060763 -1.546409 0.095436 -0.073 0.027 -0.030
H -1.555204 -4.508950 1.997922 -0.015 0.023 -0.048
H -0.637378 -3.128996 2.658550 0.006 0.002 0.003
H 0.070296 -4.119305 1.395706 -0.001 0.022 -0.034
H -4.324473 -6.837792 0.082841 -0.017 -0.022 0.005
H -4.729290 -8.732227 -1.483175 -0.009 0.004 0.026
H -3.637481 -8.765552 -3.696230 0.020 0.008 -0.035
H -2.135057 -6.885829 -4.374278 -0.019 -0.044 -0.022
H 0.687304 -4.202571 -4.041661 -0.086 0.024 0.024
H 1.648320 -3.752044 -2.621469 -0.010 0.003 0.043
H 1.638901 -2.693737 -4.018771 0.017 -0.003 0.020
H 0.495689 -0.928733 -5.169461 0.016 -0.014 0.013
H -0.289427 0.151964 -4.022222 -0.009 -0.014 0.007
H -1.033374 -0.168517 -5.604040 -0.003 0.021 -0.019
H -0.540809 -3.178517 -5.747291 0.017 -0.002 0.013
H -2.028235 -2.335162 -6.161989 -0.015 0.023 -0.005
H -2.061745 -3.683507 -5.014928 -0.027 0.000 0.016
H -2.479530 -0.559178 -2.928226 0.031 0.015 0.031
H -3.247463 -2.101098 -3.336189 -0.001 -0.012 -0.007
H -3.166368 -0.803117 -4.533675 -0.003 0.010 -0.023
H -3.319377 -3.324925 2.976481 0.011 0.001 0.007
H -4.084509 -3.987285 1.528277 0.005 0.046 -0.024
H -4.849533 -2.660921 2.422231 -0.019 0.023 -0.001
H -2.123847 -1.053339 2.919005 0.014 -0.026 -0.013
H -3.756836 -0.461772 2.615717 0.006 -0.001 0.031
H -2.454694 0.031173 1.551863 0.010 -0.020 -0.047
H -4.361314 -2.366384 -0.560082 0.010 -0.026 0.009
H -3.551575 -0.783021 -0.494575 0.041 -0.016 -0.023
H -4.966484 -1.088019 0.501615 -0.015 0.005 0.001
O 0.951684 1.102740 -2.312362 -0.145 0.296 -1.249
N 1.957683 0.354185 -2.391601 0.023 0.253 0.080
O 2.600178 0.325842 -1.323814 0.970 -0.447 -0.319
```
Forces are in eV/Å.

***

Entry 2:
Formula: C36H38BrGe2N6O4Ti
Source: the OMol25 dataset
Level of theory: ωB97M-V/def2-TZVPD

Values from the calculation:
Highest occupied orbital energy: -10.8 eV
Net charge: +1
M: 891.73 u
E: -261265.0635 eV
ΔE to the lowest compared entry with this formula, charge and spin: 27.86 kcal/mol

XYZ file:
```
88
Properties=species:S:1:pos:R:3:forces:R:3
Ti -0.289630 1.413244 0.202896 0.433 1.191 -0.576
C -2.814135 5.307675 -0.478790 -0.027 0.003 0.078
C -2.148792 4.226516 0.085805 -0.026 -0.007 -0.048
N -1.369474 3.452752 -0.657172 -0.151 -0.350 -0.069
C -1.248465 3.746352 -1.952166 0.214 0.005 -0.052
C -1.928071 4.825129 -2.501004 0.016 0.005 0.011
N -2.712122 5.604505 -1.767353 0.045 -0.045 0.008
C -0.316427 2.867001 -2.692661 -0.115 0.156 0.179
C -0.141588 2.899079 -4.065681 -0.066 0.037 -0.007
C 0.726239 1.997002 -4.665471 0.114 -0.113 0.016
C 1.392015 1.088906 -3.844405 -0.047 0.081 -0.024
C 1.176347 1.131620 -2.482000 0.046 -0.048 -0.002
N 0.351368 2.015336 -1.912616 0.116 -0.329 -0.034
C 1.797552 0.209694 -1.507868 0.121 -0.009 0.012
C 2.554910 -0.851527 -1.832802 -0.102 -0.001 0.039
N 2.896403 -1.759739 -0.730027 0.023 -0.045 0.033
C 3.240357 -0.977519 0.470255 -0.116 0.053 -0.132
C 2.462900 0.075775 0.704291 0.019 0.010 0.146
N 1.556939 0.560911 -0.206623 -0.039 -0.240 -0.055
C 0.931843 1.979995 -6.131320 -0.015 0.012 0.037
C 1.042175 3.161037 -6.853650 -0.003 0.013 -0.029
C 1.243440 3.087130 -8.224351 0.008 0.029 -0.024
N 1.328364 1.943169 -8.895823 -0.001 -0.011 0.050
C 1.215394 0.817111 -8.197701 -0.008 -0.030 -0.031
C 1.023066 0.779257 -6.825295 0.000 0.006 -0.028
H -3.449345 5.934548 0.133934 -0.001 0.015 -0.035
H -2.252990 3.969082 1.131208 0.001 -0.013 -0.004
H -1.837727 5.069930 -3.551581 -0.016 0.019 0.011
H -0.710048 3.588355 -4.673062 0.007 -0.001 -0.003
H 2.078517 0.372095 -4.271975 -0.001 0.004 -0.002
H 2.871469 -1.162961 -2.813253 -0.010 0.044 -0.014
H 4.026420 -1.372073 1.091642 -0.004 0.035 0.029
H 2.566257 0.640805 1.620198 0.018 -0.046 -0.036
H 1.001526 4.127124 -6.367412 -0.004 -0.009 0.020
H 1.344628 3.994799 -8.808290 -0.004 -0.009 0.003
H 1.275854 -0.106737 -8.761837 0.003 0.017 -0.009
H 0.914211 -0.174059 -6.324611 -0.004 0.012 0.026
O -4.138690 1.634813 0.363634 -0.048 -0.021 0.103
C -3.010281 1.296198 0.193080 0.200 -0.106 0.060
O -1.989804 1.461759 1.042943 -0.533 -0.067 -0.042
C -2.480135 0.666953 -1.134409 0.265 -0.107 0.264
O -3.042348 0.718574 -2.181725 -0.026 -0.162 -0.013
O -1.227954 0.185266 -0.936499 -0.345 0.491 -0.160
C 3.115849 1.485070 3.829087 0.129 -0.077 -0.097
C 1.641081 1.669976 4.140388 0.039 0.193 0.128
Ge 0.229788 0.660182 3.225526 -0.035 -0.388 -0.105
C -1.424058 1.306705 4.038014 -0.063 0.142 0.123
C -2.657675 0.422165 3.984866 -0.030 -0.133 0.054
C 0.568810 -1.180346 3.717313 0.094 0.017 0.240
C 0.184214 -2.160242 2.905626 0.027 -0.511 0.144
Ge -0.489262 -1.493267 1.200296 0.147 0.360 0.132
C 0.405799 -2.334839 -0.363869 -0.068 -0.242 -0.166
C 1.842869 -2.820451 -0.408555 0.151 0.037 0.007
C -2.394938 -1.930691 1.069084 -0.185 -0.061 0.029
C -2.658521 -3.433150 0.913285 -0.014 -0.080 0.017
C 0.123513 -3.586644 3.332473 0.018 0.127 -0.070
C 0.273021 -4.640537 2.433109 0.041 -0.051 -0.096
C 0.219284 -5.960624 2.855182 -0.001 0.026 0.030
C -0.005418 -6.251374 4.192253 0.002 -0.041 -0.020
C -0.182968 -5.215416 5.098489 0.003 0.000 -0.019
C -0.123395 -3.899371 4.671450 -0.006 0.002 0.022
H 3.739347 1.906617 4.618670 -0.050 0.024 0.024
H 3.400611 1.993622 2.905963 -0.027 0.006 0.003
H 3.391490 0.429715 3.742386 -0.033 0.000 0.001
H 1.368385 2.724663 4.124322 0.004 -0.027 0.022
H 1.439182 1.310461 5.159926 0.021 -0.006 -0.017
H -1.636117 2.309944 3.666519 0.033 -0.019 -0.053
H -1.097319 1.425596 5.079011 -0.025 0.056 0.000
H -3.046741 0.343722 2.975207 -0.032 0.015 -0.110
H -3.456512 0.835538 4.602207 0.025 0.025 0.021
H -2.452885 -0.585635 4.355720 0.028 0.017 -0.025
H 0.966736 -1.407199 4.707861 -0.034 0.017 0.021
H 0.153098 -1.785784 -1.268986 0.003 0.065 0.011
H -0.188257 -3.254992 -0.441719 0.011 0.057 0.003
H 2.179192 -3.235933 0.542214 -0.056 -0.066 0.025
H 3.722501 -2.277582 -1.018950 0.056 -0.026 0.061
H 1.971981 -3.581745 -1.182428 -0.103 0.022 -0.026
H -2.883246 -1.392078 0.260277 0.061 0.003 -0.041
H -2.847709 -1.580379 1.995790 -0.006 0.025 0.031
H -2.229979 -3.841724 -0.004004 0.003 0.022 -0.004
H -3.732473 -3.617886 0.864115 -0.009 0.023 0.003
H -2.269580 -4.012027 1.751831 0.007 0.046 -0.020
H 0.419651 -4.445487 1.377067 0.024 0.061 0.035
H 0.342890 -6.760869 2.137373 -0.002 -0.005 0.003
H -0.058716 -7.279952 4.523113 0.005 0.004 0.004
H -0.380827 -5.435338 6.139265 -0.002 0.012 0.000
H -0.294687 -3.100245 5.380629 -0.003 0.002 0.010
Br 0.901826 3.232948 1.382148 -0.087 -0.138 -0.029
```
Forces are in eV/Å.

***

- Look up the net charge of the first one.
  -1